Entry 1:
Computed, not measured: a structure of composition C37H44AsO3P2PdSi, with ωB97M-V with the def2-TZVPD basis set.

```
89
Properties=species:S:1:pos:R:3:forces:R:3:mulliken_charge:R:1
Pd 2.0986 -0.5520 -0.0458 0.46 -0.60 -0.34 0.751
O 0.2644 -1.7958 -0.4755 -0.10 0.23 0.07 -0.710
P -1.0883 -1.6094 -1.1150 0.23 -0.03 0.06 0.883
C -1.1391 -0.2186 -2.2750 -0.02 0.07 0.05 -1.630
P -0.7399 1.3542 -1.4399 0.13 -0.09 0.03 -0.272
O 0.2640 1.1411 -0.3544 -0.11 0.25 0.04 -0.002
C -2.2823 2.0140 -0.8064 -0.09 -0.03 0.00 0.802
C -2.4040 2.1680 0.5715 -0.02 0.02 -0.02 -0.369
C -3.5903 2.6452 1.1095 -0.03 -0.01 -0.01 -0.614
C -4.6543 2.9590 0.2751 0.03 -0.02 -0.02 -0.562
C -4.5345 2.8077 -1.1020 0.06 0.00 -0.01 -0.736
C -3.3472 2.3404 -1.6451 -0.04 0.02 0.08 -0.523
C -0.1434 2.4233 -2.7500 0.07 0.06 -0.03 0.896
C 0.8848 3.3070 -2.4231 -0.03 -0.01 -0.04 -0.461
C 1.3974 4.1586 -3.3907 -0.01 -0.01 0.00 -0.726
C 0.8858 4.1306 -4.6810 -0.01 -0.02 0.01 -0.518
C -0.1348 3.2480 -5.0119 -0.01 -0.02 0.02 -0.761
C -0.6482 2.3912 -4.0500 0.05 0.03 0.02 -0.469
C -1.5834 -3.0563 -2.0469 -0.01 -0.04 -0.01 0.625
C -1.7064 -4.2503 -1.3329 -0.02 -0.02 -0.06 -0.648
C -2.0683 -5.4143 -1.9885 0.00 0.01 -0.01 -0.709
C -2.3126 -5.3925 -3.3574 0.01 0.03 0.00 -0.484
C -2.1912 -4.2093 -4.0708 0.01 0.02 0.03 -0.750
C -1.8256 -3.0386 -3.4174 0.00 -0.10 0.02 -0.330
C -2.3695 -1.3242 0.1044 -0.01 0.02 0.09 0.366
C -2.0355 -1.4091 1.4522 -0.11 0.00 0.00 -0.244
C -3.0096 -1.2068 2.4227 0.02 0.01 -0.07 -0.377
C -4.3110 -0.9149 2.0398 0.02 0.02 0.02 -0.772
C -4.6484 -0.8353 0.6929 0.01 0.01 -0.02 -0.717
C -3.6818 -1.0438 -0.2761 0.02 -0.04 0.07 -0.528
H -2.1130 -0.1549 -2.7653 0.00 -0.04 0.00 0.831
H -0.3714 -0.4080 -3.0297 0.02 0.02 -0.03 0.872
H -1.5661 1.9157 1.2094 0.00 -0.01 -0.01 0.356
H -3.6845 2.7699 2.1807 0.00 0.00 -0.01 0.466
H -5.5794 3.3315 0.6958 0.01 0.00 0.00 0.427
H -5.3600 3.0680 -1.7514 0.00 -0.01 0.01 0.437
H -3.2516 2.2474 -2.7213 0.00 0.00 0.00 0.362
H 1.2846 3.3093 -1.4161 -0.01 0.00 -0.01 0.431
H 2.1992 4.8404 -3.1389 -0.01 -0.01 0.00 0.446
H 1.2874 4.7945 -5.4353 0.00 0.00 0.01 0.414
H -0.5250 3.2220 -6.0209 0.01 0.01 0.01 0.427
H -1.4317 1.6935 -4.3247 0.01 0.02 0.00 0.278
H -1.5163 -4.2657 -0.2658 -0.01 0.00 -0.01 0.398
H -2.1621 -6.3395 -1.4350 0.00 0.02 -0.01 0.414
H -2.5984 -6.3026 -3.8688 0.01 0.01 0.01 0.399
H -2.3779 -4.1949 -5.1366 0.00 0.00 0.02 0.415
H -1.7262 -2.1243 -3.9879 -0.01 -0.01 0.00 0.347
H -1.0164 -1.6507 1.7252 0.03 0.01 0.00 0.473
H -2.7568 -1.2806 3.4733 -0.01 0.02 -0.03 0.396
H -5.0706 -0.7530 2.7941 0.01 -0.01 -0.01 0.436
H -5.6669 -0.6158 0.4009 0.01 0.01 0.00 0.486
H -3.9548 -0.9989 -1.3247 0.00 0.01 0.01 0.364
C 1.9708 -2.3269 2.9942 -0.02 -0.05 -0.06 -1.215
As 2.2417 -0.5757 2.2439 -0.13 0.10 0.03 1.278
C 3.8746 0.0561 3.0177 0.09 -0.03 -0.09 -1.238
C 0.8615 0.5950 2.9693 -0.03 -0.04 0.06 -0.008
C 0.7792 0.5288 4.4653 -0.03 0.03 0.01 -0.086
C 1.4757 1.4362 5.2598 0.02 -0.02 0.01 -0.238
C 1.4179 1.3545 6.6443 -0.03 -0.04 -0.01 -0.708
C 0.6596 0.3633 7.2529 0.00 0.02 -0.05 -0.435
C -0.0451 -0.5415 6.4694 0.03 0.01 0.01 -0.920
C 0.0170 -0.4581 5.0862 -0.02 -0.01 0.03 0.036
H 1.9687 -2.2809 4.0808 -0.01 0.02 0.03 0.403
H 2.7864 -2.9587 2.6466 -0.01 -0.01 0.01 0.449
H 1.0299 -2.7325 2.6267 0.00 -0.03 0.02 0.274
H 3.7948 0.0033 4.1015 0.00 0.00 0.04 0.470
H 4.0446 1.0800 2.6931 0.01 -0.01 -0.01 0.329
H 4.6866 -0.5665 2.6505 0.00 0.02 0.01 0.397
H -0.0725 0.3073 2.4877 -0.02 0.01 -0.02 -0.720
H 1.1220 1.5905 2.6101 -0.01 0.02 -0.01 0.710
H 2.0610 2.2186 4.7895 0.00 -0.01 0.01 0.422
H 1.9617 2.0689 7.2485 0.00 0.00 -0.01 0.411
H 0.6118 0.3004 8.3318 0.00 0.00 -0.01 0.400
H -0.6439 -1.3125 6.9372 0.00 0.01 0.00 0.428
H -0.5372 -1.1667 4.4785 0.02 0.01 0.01 0.484
C 4.9062 1.6939 -1.8368 0.12 0.17 -0.02 -0.976
Si 4.4192 -0.0653 -1.5080 -0.10 0.03 -0.26 0.540
C 5.7173 -1.2517 -2.0825 0.18 -0.08 -0.03 -1.077
C 2.8242 -0.3826 -2.5205 0.00 -0.03 -0.03 -1.036
O 4.0617 -0.3010 0.0697 -0.46 0.12 0.33 -0.494
H 5.1624 1.8646 -2.8864 -0.02 -0.01 0.05 0.363
H 5.7796 1.9539 -1.2317 -0.04 0.04 -0.05 0.350
H 4.0936 2.3743 -1.5679 0.03 -0.01 0.00 0.186
H 5.9816 -1.0808 -3.1300 -0.01 -0.01 0.05 0.343
H 5.3873 -2.2872 -1.9762 0.02 0.03 0.01 0.278
H 6.6228 -1.1209 -1.4832 -0.02 -0.05 -0.05 0.320
H 3.1481 -0.3203 -3.5655 0.01 0.00 0.05 0.509
H 2.0637 0.3992 -2.4159 -0.07 0.01 0.00 0.088
H 2.3777 -1.3793 -2.4199 -0.05 0.00 0.01 0.397
```
Forces are in eV/Å.

As for the frontier orbital gap (spin up / spin down): 8.12 / 8.12 eV. As for the total charge: +1. The energy above the lowest of the compared OMol25 structures with the same formula, charge and spin is 0.000 eV. As for the total energy: -4997.8630 hartree. The calculation puts the HOMO energy (spin up / spin down) at -0.4052 / -0.4053 Eh. The calculation puts the LUMO energy (spin up / spin down) at -2.90 / -2.90 eV.

Entry 2:
Computed, not measured: the molecule C2H4F2NOPS in a non-equilibrium geometry, with ωB97M-V with the def2-TZVPD basis set.

```
12
Properties=species:S:1:pos:R:3:forces:R:3:nbo_charge:R:1
C -0.3281 0.2277 -0.5439 -0.17 1.05 0.13 0.589
C -1.5430 -0.6042 -0.8706 0.65 0.60 -1.51 -0.697
N 0.3601 0.9332 -1.3149 0.55 0.16 1.71 -0.641
O 0.0072 0.2375 0.8211 -0.82 -0.05 -0.18 -0.835
F 0.8958 0.3161 3.0185 0.16 0.06 -0.53 -0.539
F 2.1032 1.5237 1.3357 -0.71 -1.07 0.26 -0.538
P 1.3881 0.1282 1.5503 1.14 0.07 -0.25 2.121
S 2.4199 -1.4225 1.1651 -0.20 0.60 0.23 -0.548
H -1.4149 -0.6195 -2.0392 -1.11 -0.46 2.26 0.232
H -1.2982 -1.5693 -0.4236 -0.54 -0.24 -0.29 0.247
H -2.5412 -0.2128 -0.4949 1.42 -0.40 -0.54 0.254
H -0.0490 1.0619 -2.2036 -0.36 -0.32 -1.30 0.356
```
Forces are in eV/Å.

As for the frontier orbital gap: 10.45 eV. As for the total charge: 0. The energy above the lowest of the compared OMol25 structures with the same formula, charge and spin is 0.000 eV. As for the total energy: -1147.9871 hartree. The calculation puts the HOMO energy at -0.3619 Eh. As for the SMILES: [H]/N=C(\C)OP(F)(F)=S. The calculation puts the LUMO energy at 0.60 eV.

Entry 3:
Computed, not measured: the molecule C4H6O2 in a non-equilibrium geometry, with ωB97M-V with the def2-TZVPD basis set.

```
12
Properties=species:S:1:pos:R:3:forces:R:3:nbo_charge:R:1
O 2.0014 -0.4274 0.6415 0.16 0.24 -0.19 -0.682
C 0.7627 -0.3376 0.0365 -0.15 -0.31 -0.29 0.006
C -0.5317 -0.4790 0.8398 0.04 -0.01 0.04 -0.414
C -1.2269 0.3631 -0.2670 -0.22 0.23 -0.05 -0.518
C 0.1708 0.7249 -0.8486 -0.03 0.28 -0.31 0.570
O 0.6200 1.3713 -1.7591 -0.48 0.09 0.71 -0.531
H 2.6075 0.1789 0.1963 -0.02 -0.09 0.02 0.486
H 0.6168 -0.9936 -0.8645 0.46 -0.99 0.67 0.180
H -0.8712 -1.5073 1.0105 -0.01 0.30 -0.23 0.214
H -0.5256 0.0305 1.8090 0.22 0.03 -0.26 0.215
H -1.6999 1.2708 0.1034 -0.20 -0.06 0.02 0.239
H -1.9240 -0.1948 -0.8978 0.20 0.29 -0.12 0.235
```
Forces are in eV/Å.

As for the frontier orbital gap: 10.04 eV. As for the total charge: 0. The energy above the lowest of the compared OMol25 structures with the same formula, charge and spin is 1.799 eV. As for the total energy: -306.4402 hartree. The calculation puts the HOMO energy at -0.3459 Eh. As for the SMILES: O=C1CC[C@@H]1O. The calculation puts the LUMO energy at 0.63 eV.

Entry 4:
Computed, not measured: a cluster of 8 separate species, H16O8 in total, with ωB97M-V with the def2-TZVPD basis set.

```
24
Properties=species:S:1:pos:R:3:forces:R:3:nbo_charge:R:1
H 0.4136 0.4399 -1.1030 -0.19 0.14 -0.06 0.471
H 0.6594 0.2543 0.3854 -0.47 0.07 0.21 0.466
H 0.4526 0.5473 4.1978 0.21 0.34 -0.04 0.451
H -0.5470 1.5902 3.7254 0.06 0.09 -0.05 0.473
H 2.6829 -3.2605 -1.3756 0.01 -0.05 -0.05 0.470
H 4.1480 -3.4601 -1.7274 -0.07 0.00 -0.07 0.469
H -0.8191 2.7798 -3.3689 -0.02 0.03 0.10 0.474
H -0.8635 4.2789 -3.1228 0.07 -0.07 0.04 0.470
H -2.3959 -1.3268 -3.0167 -0.09 0.04 0.01 0.467
H -3.6902 -1.9790 -2.5589 -0.01 0.10 -0.05 0.468
H -2.4319 1.4658 -0.0369 0.04 -0.07 -0.14 0.475
H -2.3788 2.9606 -0.3068 -0.01 -0.07 -0.10 0.466
H -0.2280 -1.0184 3.8376 -0.23 -0.40 -0.16 0.441
H 0.9927 -1.8617 3.5078 0.02 -0.12 -0.21 0.471
H 2.0109 -0.8121 0.2582 0.07 -0.37 -0.03 0.468
H 2.4434 -0.2422 1.5992 0.12 -0.08 0.10 0.467
O 0.0471 0.0148 -0.3195 0.21 0.09 -0.21 -0.936
O 0.3968 1.3956 3.7436 -0.10 -0.06 0.09 -0.926
O 3.2686 -3.4346 -2.1210 0.04 0.06 0.16 -0.939
O -0.3582 3.4877 -2.9048 -0.07 0.02 -0.09 -0.944
O -3.3538 -1.2418 -3.0808 0.11 -0.15 0.04 -0.935
O -2.8609 2.1616 -0.5478 0.05 0.10 0.17 -0.941
O 0.1011 -1.6625 3.2006 -0.01 0.13 0.33 -0.911
O 2.3102 -1.0766 1.1354 0.26 0.21 0.00 -0.936
```
Forces are in eV/Å.

As for the frontier orbital gap: 11.25 eV. As for the total charge: 0. The energy above the lowest of the compared OMol25 structures with the same formula, charge and spin is 3.100 eV. As for the total energy: -611.4687 hartree. The calculation puts the HOMO energy at -0.4111 Eh. As for the SMILES: O.O.O.O.O.O.O.O. The calculation puts the LUMO energy at 0.06 eV.